{"formula": "C5H8N", "method": "ωB97M-V/def2-TZVPD", "relative_energy_ev": 4.5492, "fmax_ev_per_a": 4.6, "total_energy_ha": -249.65796, "charge": 1, "smiles": "C1C[N@+]23C[C@@]12C3", "homo_lumo_gap_ev": 12.6, "homo_ev": -16.132, "elements": ["H", "H", "H", "C", "H", "C", "C", "C", "N", "H", "H", "C", "H", "H"], "coordinates": [[-2.34113, 1.08509, -0.02252], [-0.75071, 2.11376, 0.31802], [1.51994, -1.02423, -0.92657], [1.00717, 0.04915, 0.82124], [-2.17868, -1.11328, -0.12315], [-0.40631, 0.11749, -0.80759], [-1.15205, -1.06946, -0.25740], [-1.18195, 1.07336, 0.02510], [-0.56828, -0.09523, 0.73473], [-0.84986, -2.01751, -0.16688], [1.64004, 0.70876, -1.29795], [1.11822, -0.08329, -0.70013], [1.40370, -0.59290, 1.47276], [1.25955, 1.03340, 1.23069]]}